Density functional theory data (ωB97M-V/def2-TZVPD) for CF4LiO3S as an isolated structure at a distorted geometry.

```
! RIJCOSX wB97M-V def2-TZVPD def2/J DEFGRID3
* xyz 1 1
S -0.946 -0.692 0.888
F 1.764 0.077 0.696
F 1.250 -0.343 -1.457
F -2.580 -0.369 2.785
F 1.409 1.790 -0.762
O -1.254 -1.837 -0.023
O -2.452 -0.105 1.446
O -0.385 0.609 -0.071
C 0.975 0.516 -0.350
Li 2.219 0.356 -3.153
*
```

* HOMO: -14.7393 eV
* energy relative to the best compared isomer or geometry (same formula, charge and spin): 73.6 kJ/mol
* frontier orbital gap: 9.54 eV



Density functional theory data (ωB97M-V/def2-TZVPD) for a 2-piece molecular cluster, CF4S2 overall at a distorted geometry.

```
! RIJCOSX wB97M-V def2-TZVPD def2/J DEFGRID3
* xyz 0 1
S 1.755 0.535 -0.665
S -0.760 -1.317 0.467
F -1.240 0.993 -0.941
F -0.225 -1.865 -0.979
F 1.811 0.023 0.932
F -0.756 1.234 1.067
C -0.586 0.396 0.120
*
```

* HOMO (alpha / beta): -9.3478 / -9.3481 eV
* energy relative to the best compared isomer or geometry (same formula, charge and spin): 190.6 kJ/mol
* frontier orbital gap (alpha / beta): 7.60 / 7.60 eV



Density functional theory data (ωB97M-V/def2-TZVPD) for a 2-piece molecular cluster, CF5NO overall at a distorted geometry.

```
! RIJCOSX wB97M-V def2-TZVPD def2/J DEFGRID3
* xyz 0 1
F -0.999 -1.199 0.074
F 1.496 -1.001 -0.608
F -0.729 0.582 -1.141
F 2.459 0.643 -0.022
F -2.410 0.561 0.128
O -0.459 0.621 1.079
N 1.730 -0.333 0.436
C -1.087 0.126 0.053
*
```

* HOMO (alpha / beta): -13.5364 / -11.2724 eV
* energy relative to the best compared isomer or geometry (same formula, charge and spin): 64.8 kJ/mol
* frontier orbital gap (alpha / beta): 12.20 / 7.62 eV



Density functional theory data (ωB97M-V/def2-TZVPD) for one molecule with the formula CFN3O at a distorted geometry.

```
! RIJCOSX wB97M-V def2-TZVPD def2/J DEFGRID3
* xyz 0 1
F 1.851 -0.059 0.788
O -0.158 0.850 0.544
N -1.172 -0.425 -0.837
N -1.294 0.710 -0.165
N 0.104 -0.961 -0.570
C 0.670 -0.115 0.240
*
```

* HOMO: -12.0355 eV
* energy relative to the best compared isomer or geometry (same formula, charge and spin): 35.4 kJ/mol
* frontier orbital gap: 12.26 eV
* SMILES string: Fc1nnno1



Density functional theory data (ωB97M-V/def2-TZVPD) for an isolated ion of composition CFN4 and charge -1 at a distorted geometry.

```
! RIJCOSX wB97M-V def2-TZVPD def2/J DEFGRID3
* xyz -1 1
F 2.722 -0.278 -0.026
N -0.511 0.745 0.027
N 0.768 0.700 -0.008
N -1.333 -0.116 -0.041
N -2.416 -0.553 -0.004
C 1.279 -0.506 0.069
*
```

* HOMO: -3.5449 eV
* energy relative to the best compared isomer or geometry (same formula, charge and spin): 396.8 kJ/mol
* frontier orbital gap: 8.49 eV



Density functional theory data (ωB97M-V/def2-TZVPD) for an isolated ion of composition CFN4S and charge -1 at a distorted geometry.

```
! RIJCOSX wB97M-V def2-TZVPD def2/J DEFGRID3
* xyz -1 1
S -1.834 0.285 -0.635
F -2.599 -0.273 0.767
N 0.436 -0.973 -0.443
N 1.848 0.488 0.258
N 1.708 -0.728 -0.246
N 0.705 1.127 0.436
C -0.265 0.074 -0.138
*
```

* HOMO: -4.9445 eV
* energy relative to the best compared isomer or geometry (same formula, charge and spin): 41.7 kJ/mol
* frontier orbital gap: 8.51 eV